No. 1
ORCA calculation (ωB97M-V/def2-TZVPD) on a molecular structure, C22H47NO2P2Zr at a distorted geometry.

Last column: Löwdin charge in e.
Atoms and positions in Å:
Zr: 0.181 0.104 0.345  1.436
C: 0.972 1.593 1.769  -0.088
O: 1.241 2.285 2.679  0.224
C: -1.899 0.382 0.096  -0.105
O: -3.075 0.410 0.038  0.261
P: 0.204 2.432 -0.986  1.006
C: -0.067 2.129 -2.799  -0.521
H: -0.127 3.136 -3.232  0.099
C: -1.213 3.551 -0.578  -0.522
H: -2.064 2.849 -0.537  0.079
C: 1.767 3.444 -1.081  -0.494
H: 2.473 2.711 -1.504  0.105
C: 1.476 -3.401 1.613  -0.523
P: 0.047 -2.623 0.728  1.019
H: -0.334 -4.304 -0.924  0.134
H: 2.321 -3.267 0.920  0.105
C: -1.469 -3.561 1.278  -0.493
H: -1.219 -4.621 1.113  0.129
C: -1.052 4.181 0.804  -0.081
H: -2.033 4.589 1.092  0.118
H: -0.339 5.018 0.782  0.098
H: -0.737 3.476 1.582  0.046
C: -1.534 4.632 -1.616  -0.047
H: -0.786 5.434 -1.612  0.086
H: -2.497 5.081 -1.335  0.124
H: -1.640 4.244 -2.634  0.087
C: 1.703 4.658 -2.023  -0.043
H: 1.259 4.440 -2.998  0.089
H: 2.734 4.999 -2.184  0.126
H: 1.168 5.493 -1.560  0.093
C: 2.346 3.887 0.252  -0.095
H: 3.247 4.491 0.048  0.126
H: 2.684 3.047 0.865  0.055
H: 1.654 4.513 0.834  0.085
C: 1.161 1.432 -3.382  -0.122
H: 2.074 2.044 -3.352  0.091
H: 0.956 1.171 -4.428  0.116
H: 1.404 0.509 -2.834  0.019
C: -1.390 1.414 -3.108  -0.077
H: -1.404 0.366 -2.780  0.049
H: -1.528 1.410 -4.202  0.126
H: -2.264 1.908 -2.661  0.086
C: 1.278 -4.903 1.840  -0.055
H: 1.064 -5.445 0.909  0.096
H: 0.471 -5.106 2.555  0.089
H: 2.204 -5.318 2.262  0.123
C: 1.825 -2.667 2.908  -0.104
H: 1.003 -2.681 3.636  0.066
C: -0.665 -2.398 -1.926  -0.165
H: 2.109 -1.623 2.721  0.059
H: 2.690 -3.154 3.380  0.116
C: 1.584 -3.471 -1.507  -0.079
H: -0.111 -1.451 -2.046  -0.030
H: -0.742 -2.843 -2.924  0.124
H: -1.672 -2.126 -1.596  0.058
C: 0.138 -3.309 -1.001  -0.519
H: 1.561 -3.614 -2.592  0.105
H: 2.079 -4.337 -1.054  0.097
H: 2.193 -2.580 -1.303  0.077
C: -2.698 -3.216 0.431  -0.077
H: -2.895 -2.134 0.427  0.054
H: -3.583 -3.718 0.853  0.121
H: -2.588 -3.551 -0.607  0.083
C: -1.761 -3.346 2.758  -0.089
H: -1.968 -2.288 2.960  0.050
H: -0.949 -3.703 3.408  0.077
H: -2.659 -3.917 3.041  0.120
H: 1.018 -1.206 -3.576  0.119
H: 0.306 -0.897 -3.578  0.075
C: -0.605 -0.057 5.004  0.058
C: -0.656 -0.320 3.602  -0.109
N: -0.568 -0.304 2.433  0.017
H: -1.586 0.322 5.342  0.151
H: 0.203 0.676 5.209  0.145
H: -0.420 -1.004 5.543  0.143

Its gap between HOMO and LUMO is 5.16 eV. Its charge is +4.

No. 2
ORCA calculation (ωB97M-V/def2-TZVPD) on a molecular structure, C19H23AgIN11O3S2 at a distorted geometry.

Last column: Löwdin charge in e.
Atoms and positions in Å:
Ag: 13.356 -9.583 7.157  0.773
N: 12.868 -7.497 7.863  -0.111
N: 12.002 -6.959 6.972  -0.151
C: 11.886 -5.593 6.870  -1.044
N: 10.742 -5.273 6.252  0.109
S: 13.034 -4.625 7.413  0.675
H: 12.478 -7.432 8.825  0.024
H: 13.717 -6.880 7.920  0.044
H: 11.538 -7.617 6.379  0.079
H: 9.999 -5.948 6.289  0.057
H: 10.624 -4.264 6.095  0.117
O: 11.512 -13.501 9.120  -0.327
S: 11.880 -12.124 8.660  0.657
O: 10.831 -11.099 8.736  -0.398
N: 12.559 -11.825 7.246  -0.199
C: 13.290 -12.839 6.683  -0.318
C: 13.115 -14.223 6.767  -0.034
C: 13.904 -15.162 6.053  -0.075
C: 14.808 -14.701 5.124  -0.077
C: 15.119 -13.337 4.988  -0.150
C: 16.089 -12.750 4.124  -0.006
C: 16.306 -11.415 4.176  -0.067
C: 15.554 -10.620 5.029  -0.170
N: 14.602 -11.061 5.781  0.021
C: 14.351 -12.424 5.796  -0.136
C: 13.177 -11.697 9.838  -0.285
C: 12.916 -10.646 10.700  -0.092
C: 13.915 -10.198 11.495  -0.068
C: 15.201 -10.807 11.360  -0.085
C: 15.421 -11.876 10.560  -0.079
C: 14.358 -12.360 9.802  -0.060
H: 12.223 -14.605 7.310  0.106
H: 13.670 -16.244 6.102  0.116
H: 15.443 -15.487 4.616  0.125
H: 16.641 -13.347 3.434  0.111
H: 17.026 -11.057 3.483  0.098
H: 15.789 -9.546 5.265  0.119
H: 11.976 -10.151 10.740  0.095
H: 13.811 -9.457 12.288  0.110
H: 15.968 -10.411 12.058  0.112
H: 16.366 -12.336 10.438  0.099
H: 14.577 -13.150 9.119  0.110
N: 11.108 -7.543 0.566  0.117
N: 11.463 -7.144 1.857  -0.296
N: 12.451 -6.294 2.111  0.121
C: 12.327 -6.143 3.404  -0.188
N: 11.283 -6.897 3.922  0.027
N: 10.822 -7.475 2.903  0.006
H: 10.543 -6.831 0.135  0.084
H: 10.476 -8.358 0.708  0.107
H: 13.000 -5.539 4.007  0.101
N: 9.721 -9.857 6.532  0.167
C: 9.100 -8.711 7.049  -0.656
O: 8.846 -7.712 6.460  0.002
C: 8.769 -8.779 8.540  -0.513
I: 9.699 -7.194 9.612  0.897
H: 9.927 -9.950 5.501  0.138
H: 10.041 -10.522 7.212  0.016
H: 9.116 -9.706 9.017  0.030
H: 7.764 -8.546 8.622  0.017

Its gap between HOMO and LUMO is 7.75 eV. For the relative energy (zero: lowest compared OMol25 entry of this formula, charge and spin), the calculation gives 66.6 kJ/mol.

Question: Look up the gap between HOMO and LUMO of the first one.
Answer: 5.16 eV

Please write out number 1 again, unchanged.
ORCA calculation (ωB97M-V/def2-TZVPD) on a molecular structure, C22H47NO2P2Zr at a distorted geometry.

Last column: Löwdin charge in e.
Atoms and positions in Å:
Zr: 0.181 0.104 0.345  1.436
C: 0.972 1.593 1.769  -0.088
O: 1.241 2.285 2.679  0.224
C: -1.899 0.382 0.096  -0.105
O: -3.075 0.410 0.038  0.261
P: 0.204 2.432 -0.986  1.006
C: -0.067 2.129 -2.799  -0.521
H: -0.127 3.136 -3.232  0.099
C: -1.213 3.551 -0.578  -0.522
H: -2.064 2.849 -0.537  0.079
C: 1.767 3.444 -1.081  -0.494
H: 2.473 2.711 -1.504  0.105
C: 1.476 -3.401 1.613  -0.523
P: 0.047 -2.623 0.728  1.019
H: -0.334 -4.304 -0.924  0.134
H: 2.321 -3.267 0.920  0.105
C: -1.469 -3.561 1.278  -0.493
H: -1.219 -4.621 1.113  0.129
C: -1.052 4.181 0.804  -0.081
H: -2.033 4.589 1.092  0.118
H: -0.339 5.018 0.782  0.098
H: -0.737 3.476 1.582  0.046
C: -1.534 4.632 -1.616  -0.047
H: -0.786 5.434 -1.612  0.086
H: -2.497 5.081 -1.335  0.124
H: -1.640 4.244 -2.634  0.087
C: 1.703 4.658 -2.023  -0.043
H: 1.259 4.440 -2.998  0.089
H: 2.734 4.999 -2.184  0.126
H: 1.168 5.493 -1.560  0.093
C: 2.346 3.887 0.252  -0.095
H: 3.247 4.491 0.048  0.126
H: 2.684 3.047 0.865  0.055
H: 1.654 4.513 0.834  0.085
C: 1.161 1.432 -3.382  -0.122
H: 2.074 2.044 -3.352  0.091
H: 0.956 1.171 -4.428  0.116
H: 1.404 0.509 -2.834  0.019
C: -1.390 1.414 -3.108  -0.077
H: -1.404 0.366 -2.780  0.049
H: -1.528 1.410 -4.202  0.126
H: -2.264 1.908 -2.661  0.086
C: 1.278 -4.903 1.840  -0.055
H: 1.064 -5.445 0.909  0.096
H: 0.471 -5.106 2.555  0.089
H: 2.204 -5.318 2.262  0.123
C: 1.825 -2.667 2.908  -0.104
H: 1.003 -2.681 3.636  0.066
C: -0.665 -2.398 -1.926  -0.165
H: 2.109 -1.623 2.721  0.059
H: 2.690 -3.154 3.380  0.116
C: 1.584 -3.471 -1.507  -0.079
H: -0.111 -1.451 -2.046  -0.030
H: -0.742 -2.843 -2.924  0.124
H: -1.672 -2.126 -1.596  0.058
C: 0.138 -3.309 -1.001  -0.519
H: 1.561 -3.614 -2.592  0.105
H: 2.079 -4.337 -1.054  0.097
H: 2.193 -2.580 -1.303  0.077
C: -2.698 -3.216 0.431  -0.077
H: -2.895 -2.134 0.427  0.054
H: -3.583 -3.718 0.853  0.121
H: -2.588 -3.551 -0.607  0.083
C: -1.761 -3.346 2.758  -0.089
H: -1.968 -2.288 2.960  0.050
H: -0.949 -3.703 3.408  0.077
H: -2.659 -3.917 3.041  0.120
H: 1.018 -1.206 -3.576  0.119
H: 0.306 -0.897 -3.578  0.075
C: -0.605 -0.057 5.004  0.058
C: -0.656 -0.320 3.602  -0.109
N: -0.568 -0.304 2.433  0.017
H: -1.586 0.322 5.342  0.151
H: 0.203 0.676 5.209  0.145
H: -0.420 -1.004 5.543  0.143

Its gap between HOMO and LUMO is 5.16 eV. Its charge is +4.